No. 1
Here is a cluster of 4 separate species, C16H20F12O8 in total in a non-equilibrium geometry from OMol25. Energies are from ωB97M-V/def2-TZVPD.

Output
SMILES = CCOC(=O)C(F)(F)F.CCOC(=O)C(F)(F)F.CCOC(=O)C(F)(F)F.CCOC(=O)C(F)(F)F
Kohn-Sham gap = 11.949 eV
Relative energy (zero: lowest compared OMol25 entry of this formula, charge and spin) = 41.6 kJ/mol

Element x y z (Å)
C -3.466 0.326 -0.684
C -3.660 1.499 -1.648
O -3.691 2.678 -0.869
C -3.824 3.868 -1.407
O -4.047 4.068 -2.556
C -3.757 5.000 -0.381
F -3.389 4.547 0.812
F -2.839 5.899 -0.765
F -4.933 5.615 -0.349
H -3.629 -0.623 -1.193
H -4.102 0.431 0.193
H -2.447 0.271 -0.292
H -4.602 1.353 -2.179
H -2.880 1.462 -2.409
C 1.858 -1.158 3.071
C 1.526 -1.053 1.586
O 0.872 -2.224 1.078
C -0.447 -2.284 1.137
O -1.163 -1.417 1.523
C -1.044 -3.574 0.534
F -2.094 -3.264 -0.250
F -0.159 -4.273 -0.202
F -1.469 -4.351 1.557
H 1.992 -2.209 3.320
H 1.030 -0.820 3.699
H 2.712 -0.526 3.302
H 2.459 -1.007 1.027
H 0.930 -0.175 1.359
C 0.104 2.112 2.437
C -0.554 2.889 1.316
O -0.156 2.403 0.016
C 1.021 2.731 -0.461
O 1.836 3.368 0.136
C 1.304 2.262 -1.911
F 0.251 1.641 -2.438
F 1.591 3.343 -2.648
F 2.370 1.463 -1.932
H -0.150 1.058 2.497
H -0.251 2.531 3.383
H 1.186 2.242 2.433
H -0.354 3.960 1.275
H -1.633 2.760 1.340
C 1.456 -1.926 -2.210
C 2.891 -2.468 -2.344
O 3.423 -2.781 -1.064
C 3.080 -3.918 -0.487
O 2.382 -4.727 -1.026
C 3.577 -4.152 0.922
F 2.584 -4.461 1.751
F 4.536 -5.074 0.917
F 4.125 -3.024 1.429
H 0.756 -2.660 -1.820
H 1.121 -1.608 -3.201
H 1.390 -1.019 -1.607
H 3.498 -1.657 -2.732
H 2.877 -3.343 -2.989

***

No. 2
Here is a structure of composition C16H20F4IN2NaO11P2S2 in a non-equilibrium geometry from OMol25. Energies are from ωB97M-V/def2-TZVPD.

Output
Kohn-Sham gap = 3.892 eV

Element x y z (Å)
C 3.023 0.170 0.577
C 1.973 -0.634 -0.172
C 0.554 -0.064 -0.058
C 0.002 0.053 1.379
C -1.439 -0.511 1.561
C -2.218 -0.414 0.281
C -2.228 -1.517 -0.570
C -2.819 -1.500 -1.820
C -3.414 -0.349 -2.267
I -4.176 -0.249 -4.215
C -3.470 0.747 -1.418
F -4.105 1.831 -1.880
C -2.892 0.741 -0.152
P -2.852 2.251 0.961
N -3.854 1.648 2.256
O -3.847 3.358 0.273
C -2.645 -2.859 -2.460
O -2.688 -3.147 -3.613
N -2.324 -3.757 -1.373
P -3.677 -4.447 -0.576
O -3.403 -4.713 0.845
C -1.616 -2.889 -0.393
O -0.695 -3.212 0.268
H 2.780 0.264 1.640
H 3.976 -0.359 0.536
H 3.149 1.170 0.167
H 2.209 -0.649 -1.237
H 1.933 -1.677 0.158
H -0.066 -0.707 -0.675
H 0.579 0.940 -0.490
H 0.653 -0.510 2.052
H 0.053 1.085 1.724
H -1.426 -1.537 1.921
H -1.932 0.068 2.345
H -4.164 0.701 2.056
H -4.689 2.217 2.366
H -4.745 3.023 0.138
H -4.006 -5.607 -1.291
H -4.721 -3.505 -0.720
Na -5.414 -0.786 -6.497
C 4.367 -2.331 -3.987
F 4.124 -2.766 -2.735
F 5.693 -2.166 -4.100
F 4.015 -3.323 -4.824
S 3.451 -0.775 -4.351
O 3.955 0.142 -3.350
O 2.065 -1.169 -4.165
O 3.829 -0.487 -5.716
C 2.896 4.263 4.600
C 2.948 2.749 4.653
O 2.610 2.344 3.322
S 3.173 3.414 2.265
O 4.420 2.976 1.763
O 2.106 3.793 1.413
O 3.453 4.590 3.323
H 1.868 4.631 4.640
H 3.485 4.733 5.382
H 2.233 2.325 5.353
H 3.951 2.388 4.886

***

No. 3
Here is the ion C16H20F8I2NO5S2 with charge +1 in a non-equilibrium geometry from OMol25. Energies are from ωB97M-V/def2-TZVPD.

Output
Net charge = +1
Kohn-Sham gap = 7.341 eV

Element x y z (Å)
C -4.996 0.342 -2.317
C -3.506 0.283 -1.991
C -3.137 -1.006 -1.277
C -1.651 -1.170 -1.075
O -1.255 -0.092 -0.201
N 0.099 0.102 -0.119
C 0.723 0.725 -1.056
C 0.173 1.299 -2.291
C 0.522 0.471 -3.537
C 1.183 1.331 -4.585
O 1.120 2.537 -4.593
O 1.800 0.640 -5.581
S 2.406 0.916 -0.798
C 2.314 -0.147 0.717
C 3.315 0.455 1.722
F 3.224 1.789 1.838
F 3.217 -0.093 2.934
F 4.543 0.178 1.223
C 0.824 -0.312 1.100
C 0.361 0.568 2.277
I -1.550 0.006 3.083
C 0.343 2.107 1.921
C 0.800 2.878 3.178
I -1.594 2.881 1.383
S 0.595 -2.155 1.165
O -0.727 -2.575 1.480
O 1.094 -2.589 -0.108
C 1.722 -2.916 2.447
F 3.002 -2.566 2.237
F 1.587 -4.231 2.191
C 1.315 -2.692 3.927
F 1.415 -1.394 4.236
F 2.176 -3.391 4.673
F 0.076 -3.115 4.143
H -5.595 -0.098 -1.531
H -5.310 1.364 -2.458
H -5.183 -0.199 -3.234
H -2.949 0.398 -2.916
H -3.245 1.124 -1.354
H -3.501 -1.839 -1.864
H -3.616 -1.043 -0.305
H -1.459 -2.143 -0.646
H -1.159 -1.128 -2.041
H 0.590 2.296 -2.394
H -0.895 1.434 -2.211
H -0.384 0.040 -3.943
H 1.177 -0.362 -3.304
H 2.437 0.025 -5.211
H 2.810 -1.040 0.374
H 1.016 0.492 3.124
H 1.050 2.328 1.138
H 1.841 3.153 3.111
H 0.584 2.331 4.085
H 0.255 3.806 3.236

***

No. 4
Here is an isolated molecule of C16H20N2O2 from OMol25. Energies are from ωB97M-V/def2-TZVPD.

Output
SMILES = Cc1cccc(C(=O)NC[C@H](c2ccco2)N(C)C)c1
Kohn-Sham gap = 9.271 eV
Relative energy (zero: lowest compared OMol25 entry of this formula, charge and spin) = 252.3 kJ/mol

Element x y z (Å)
C -5.789 0.694 0.615
C -4.491 0.175 0.078
C -3.300 0.826 0.370
C -2.091 0.377 -0.146
C -2.065 -0.763 -0.942
C -3.246 -1.424 -1.228
C -4.449 -0.953 -0.731
H -5.366 -1.476 -0.965
H -3.229 -2.315 -1.839
H -1.127 -1.157 -1.309
C -0.842 1.103 0.225
O -0.659 1.578 1.329
N 0.056 1.223 -0.785
H -0.145 0.789 -1.672
C 1.401 1.688 -0.560
H 1.417 2.072 0.461
H 1.655 2.494 -1.254
C 2.407 0.534 -0.740
C 2.030 -0.625 0.138
C 1.672 -0.711 1.452
C 1.433 -2.084 1.709
C 1.665 -2.731 0.538
O 2.026 -1.859 -0.421
H 1.611 -3.766 0.262
H 1.129 -2.519 2.638
H 1.561 0.096 2.145
N 3.780 1.008 -0.583
C 4.136 1.388 0.770
H 5.128 1.838 0.745
H 3.436 2.129 1.143
H 4.157 0.536 1.464
C 4.739 0.062 -1.119
H 4.764 -0.889 -0.566
H 5.731 0.511 -1.077
H 4.499 -0.148 -2.160
H 2.327 0.184 -1.778
H -3.295 1.698 1.008
H -5.661 1.075 1.626
H -6.548 -0.085 0.622
H -6.148 1.513 -0.008

***

So what do the calculations give for HOMO level? Going down the list: -11.39; -7.20; -11.67; -8.46 eV.